DFT (ωB97M-V/def2-TZVPD) results for one molecule with the formula C3H9NOS at a distorted geometry.

Last column: Löwdin charge in e.
Positions of all 15 atoms, in Å:
C (-0.9432, 0.8508, -1.3569)  -0.294
O (-1.8491, 1.7694, -0.8858)  -0.060
C (-0.3448, 0.2299, -0.0817)  -0.482
C (0.6421, -0.7978, -0.4610)  -0.496
S (1.0512, -1.8325, 1.0506)  0.630
N (0.3576, 1.4077, 0.5511)  0.045
H (-0.0913, 1.3724, -1.9141)  0.137
H (-1.4149, 0.2180, -2.2122)  0.144
H (-1.4071, 2.5874, -1.0997)  0.085
H (-1.0826, -0.2936, 0.5427)  0.127
H (0.3683, -1.4986, -1.2506)  0.081
H (1.5389, -0.2780, -0.7428)  0.068
H (0.4778, -1.5432, 2.2994)  -0.121
H (1.2036, 1.1152, 0.9715)  0.037
H (-0.2462, 1.9351, 1.2223)  0.099

Cartesian forces, eV/Å:
C 1.0 -1.2 -1.9
O -1.1 1.5 -0.4
C -0.2 1.0 -1.1
C 0.6 -0.5 1.7
S 1.0 -1.3 0.4
N -2.1 -0.2 0.0
H -0.8 -0.7 0.8
H 0.6 0.3 1.9
H -0.5 0.8 0.3
H -0.3 0.8 -0.2
H -0.3 0.1 0.3
H 0.7 -0.1 -0.2
H -0.1 0.8 -1.8
H 0.8 -0.3 0.8
H 0.9 -0.9 -0.8

The value obtained for the total energy is -17628.2304 eV. The energy above the lowest of the compared OMol25 structures with the same formula, charge and spin is 1.974 eV. Its total charge is 0. Its structure (SMILES) is N[C@@H](CO)CS. The gap between HOMO and LUMO comes out at 9.82 eV. For the LUMO energy, the calculation gives 0.77 eV.